(1)
This record from the Open Molecules 2025 dataset describes one molecule with the formula C2H5NP2 in a non-equilibrium geometry. The level of theory is ωB97M-V/def2-TZVPD.

The charge is 0. The HOMO-LUMO gap comes out at 0.352 hartree. The relative energy (zero: lowest compared OMol25 entry of this formula, charge and spin) is 69.2 kJ/mol. Its structure (SMILES) is C[PH]#[PH]C#N. For the HOMO energy, the calculation gives -9.46 eV. As for the spin multiplicity: 1. The total energy is -816.60185 Ha.

Last column: natural (NBO) charge in e.
Geometry (Å):
C  1.16252  0.06036  -0.86929  -0.93
P  1.14418  -0.58820  0.90300  0.37
P  -0.96786  -0.19743  1.50558  0.21
C  -2.08807  0.39129  0.16854  -0.03
N  -2.79530  0.80518  -0.63349  -0.31
H  1.89321  0.85439  -1.00140  0.24
H  0.08552  0.38215  -1.21231  0.25
H  1.48721  -0.56122  -1.68894  0.24
H  1.56737  0.42908  1.51672  -0.06
H  -1.48878  -1.57560  1.31159  0.03

Cartesian forces (eV/Å) of the 2 atoms listed first:
C -1.8 0.9 -0.8
P -2.1 -3.7 -3.4


(2)
This record from the Open Molecules 2025 dataset describes a 2-piece molecular cluster, C4H6NO2 overall in a non-equilibrium geometry. The level of theory is ωB97M-V/def2-TZVPD.

The charge is -1. The HOMO-LUMO gap (spin up / spin down) comes out at 0.269 / 0.266 hartree. The relative energy (zero: lowest compared OMol25 entry of this formula, charge and spin) is 804.6 kJ/mol. For the HOMO energy (spin up / spin down), the calculation gives -3.65 / -3.71 eV. As for the spin multiplicity: 1. The total energy is -361.00124 Ha.

Last column: natural (NBO) charge in e.
Geometry (Å):
C  -0.30472  -0.31472  0.58673  0.11
C  -0.71088  2.29092  -0.48669  -0.51
C  0.98577  -1.87161  0.06380  -0.27
C  -0.54964  -1.59706  -0.42768  0.12
N  0.93553  -0.64353  0.81093  -0.04
O  1.84364  -0.16485  1.56557  -0.65
O  -1.50632  -2.34107  -0.09871  -0.68
H  -1.69391  2.37108  -0.89930  0.15
H  -0.56745  2.96898  0.27303  0.15
H  1.22362  -2.80519  0.62359  0.19
H  1.68429  -1.86809  -0.85045  0.17
H  -0.57424  -1.07690  -1.36462  0.10
H  0.05258  1.89606  -1.02344  0.16

Cartesian forces (eV/Å) of the 2 atoms listed first:
C 0.8 0.7 0.3
C -2.3 0.2 0.1


(3)
This record from the Open Molecules 2025 dataset describes C22H29BCl3N10O3RuSe2 as an isolated structure in a non-equilibrium geometry. The level of theory is ωB97M-V/def2-TZVPD.

The charge is +1. The HOMO-LUMO gap (spin up / spin down) comes out at 0.296 / 0.244 hartree. For the HOMO energy (spin up / spin down), the calculation gives -10.60 / -11.21 eV. As for the expectation value of S²: 6.03. As for the spin multiplicity: 5. The total energy is -7932.01954 Ha.

Last column: Löwdin charge in e.
Geometry (Å):
Ru  0.45030  0.22306  0.40607  1.22
C  0.75970  3.92306  2.65387  -0.02
C  1.23320  2.65916  2.30857  -0.11
N  0.40010  2.10116  1.44017  -0.07
N  -0.61000  2.95146  1.22517  0.02
C  -0.41340  4.06686  1.94237  -0.03
B  -1.74290  2.65166  0.22537  -0.66
N  -1.07390  2.29976  -1.11883  0.04
C  -1.24430  2.83036  -2.33433  -0.03
C  -0.53800  2.06636  -3.24333  -0.02
C  0.05140  1.06626  -2.48343  -0.16
N  -0.27940  1.22116  -1.20073  -0.14
N  -2.47260  1.37106  0.66667  0.00
C  -3.75290  1.01216  0.46057  -0.05
C  -3.91500  -0.27944  0.91187  -0.03
C  -2.65030  -0.65354  1.37007  -0.15
N  -1.79420  0.34466  1.20217  -0.01
N  -2.67650  3.82876  0.12067  -0.02
C  -3.66310  4.19006  0.98187  -0.09
C  -4.15510  5.40666  0.57747  -0.05
C  -3.39460  5.73526  -0.55333  -0.13
N  -2.51740  4.78926  -0.80133  0.05
H  1.21000  4.62986  3.31887  0.10
H  2.11870  2.14736  2.64227  0.07
H  -1.10360  4.88506  1.90267  0.13
H  -1.83090  3.71816  -2.46153  0.10
H  -0.47830  2.20266  -4.30163  0.10
H  0.68630  0.26046  -2.81383  0.06
H  -4.44900  1.68706  0.00637  0.13
H  -4.79750  -0.88364  0.88857  0.10
H  -2.35620  -1.57804  1.83077  0.09
H  -3.93210  3.57296  1.81347  0.12
H  -4.94590  5.98226  1.00907  0.09
H  -3.45180  6.60666  -1.17393  0.11
O  -2.81910  -3.74044  1.23357  -0.06
C  -2.14450  -4.71584  0.47657  -0.20
C  -0.72880  -4.21764  0.11837  -0.55
C  -0.02910  -5.34794  -0.67193  -0.21
O  1.34820  -5.12044  -0.82603  -0.16
C  0.03880  -3.92544  1.40447  -0.35
Se  1.92580  -3.48874  1.13317  1.04
C  -0.89420  -2.94754  -0.71753  -0.43
Se  0.73000  -1.87134  -1.04493  0.79
H  -3.72010  -4.03884  1.39667  0.11
H  -2.68020  -4.93064  -0.45813  0.14
H  -2.06500  -5.65134  1.04517  0.14
H  -0.52590  -5.46794  -1.64033  0.14
H  -0.12010  -6.28724  -0.11713  0.14
H  1.52010  -4.61614  -1.63183  0.08
H  0.05930  -4.81394  2.03977  0.09
H  -0.41410  -3.09114  1.94577  0.08
H  -1.59890  -2.27944  -0.22043  0.04
H  -1.28340  -3.19954  -1.70543  0.08
Cl  2.88410  -2.59234  4.42617  0.63
C  3.24300  -1.66654  2.95057  -1.61
Cl  3.74200  -0.02274  3.35527  0.64
Cl  4.55270  -2.48354  2.06797  0.58
C  2.03790  -1.66374  2.06357  -0.80
N  1.27740  -0.75034  1.79357  -0.12
C  5.30460  -0.84734  -2.39353  -0.03
N  4.32630  0.13576  -1.99973  -0.18
C  4.20180  1.29486  -2.85163  -0.02
C  3.54920  -0.00884  -0.93753  -0.36
O  2.68710  0.79216  -0.57873  -0.10
H  6.29090  -0.38404  -2.46653  0.10
H  5.04340  -1.26114  -3.37103  0.10
H  5.33810  -1.64794  -1.65623  0.09
H  5.15480  1.82226  -2.90963  0.10
H  3.44530  1.95276  -2.42843  0.09
H  3.91180  0.99176  -3.85903  0.10
H  3.74020  -0.94554  -0.38343  0.11

Cartesian forces (eV/Å) of the 2 atoms listed first:
Ru -0.5 0.5 0.2
C 0.0 -0.1 0.0


(4)
This record from the Open Molecules 2025 dataset describes C4H8O4 as an isolated structure in a non-equilibrium geometry. The level of theory is ωB97M-V/def2-TZVPD.

The charge is 0. The HOMO-LUMO gap comes out at 0.387 hartree. The relative energy (zero: lowest compared OMol25 entry of this formula, charge and spin) is 292.8 kJ/mol. For the HOMO energy, the calculation gives -10.06 eV. As for the spin multiplicity: 1. The total energy is -458.12164 Ha.

Last column: natural (NBO) charge in e.
Geometry (Å):
C  -0.24926  -0.11903  -0.13143  0.48
C  -1.74064  0.66625  0.02178  -0.61
C  -0.36660  -1.37743  0.70575  -0.66
C  1.63873  0.51389  0.24891  0.94
O  0.42008  1.07445  0.53620  -0.49
O  -0.12874  -0.37299  -1.49042  -0.69
O  2.10533  1.02196  -0.94636  -0.70
O  2.41243  0.04222  1.07413  -0.59
H  0.14061  0.46469  -1.91550  0.50
H  3.05116  0.79006  -0.92792  0.50
H  -2.02892  0.75823  1.06854  0.21
H  -1.70422  1.64804  -0.44987  0.21
H  -2.42047  0.00665  -0.52035  0.20
H  0.51322  -2.00664  0.53585  0.23
H  -1.23821  -1.97293  0.42019  0.24
H  -0.40448  -1.13742  1.77051  0.24

Cartesian forces (eV/Å) of the 2 atoms listed first:
C -8.2 2.9 1.4
C 1.1 -2.1 -0.6


(5)
This record from the Open Molecules 2025 dataset describes a 2-piece molecular cluster, C11H15N overall in a non-equilibrium geometry. The level of theory is ωB97M-V/def2-TZVPD.

The charge is 0. The HOMO-LUMO gap comes out at 0.324 hartree. The relative energy (zero: lowest compared OMol25 entry of this formula, charge and spin) is 62.4 kJ/mol. Its structure (SMILES) is Cc1c[nH]c2ccccc12.CC. For the HOMO energy, the calculation gives -7.89 eV. As for the spin multiplicity: 1. The total energy is -482.89140 Ha.

Last column: natural (NBO) charge in e.
Geometry (Å):
C  0.17477  0.94293  -2.70996  -0.63
C  -0.02528  1.49723  -1.33393  -0.08
C  -0.97274  2.28243  -0.77912  -0.03
N  -1.01892  2.11599  0.59146  -0.53
C  -0.03142  1.23617  0.95667  0.13
C  0.39898  0.84736  2.21596  -0.25
C  1.60462  0.17301  2.27681  -0.21
C  2.33128  -0.13890  1.11629  -0.23
C  1.84843  0.15001  -0.13557  -0.20
C  0.60001  0.78109  -0.21348  -0.08
H  -0.50074  0.09110  -2.78281  0.22
H  1.18601  0.59741  -2.92469  0.22
H  -0.01698  1.66264  -3.50981  0.22
H  -1.59544  3.05954  -1.19637  0.21
H  -1.51656  2.66702  1.26387  0.41
H  -0.09032  1.09179  3.15023  0.22
H  2.04829  -0.14633  3.21248  0.21
H  3.25974  -0.67037  1.28161  0.21
H  2.23734  -0.31746  -1.03232  0.21
C  -0.56814  -2.14720  -0.27216  -0.60
C  -1.92696  -2.36817  0.39538  -0.61
H  -0.17206  -3.05375  -0.73340  0.20
H  -0.65310  -1.39448  -1.05483  0.19
H  0.14944  -1.77960  0.45668  0.21
H  -2.37839  -1.41848  0.69581  0.20
H  -1.75566  -2.88870  1.34000  0.20
H  -2.61620  -2.87230  -0.27479  0.20

Cartesian forces (eV/Å) of the 2 atoms listed first:
C -0.1 0.8 -0.5
C 0.6 -1.8 0.6


(6)
This record from the Open Molecules 2025 dataset describes one molecule with the formula Cl2FH in a non-equilibrium geometry. The level of theory is ωB97M-V/def2-TZVPD.

The charge is 0. The HOMO-LUMO gap comes out at 0.340 hartree. The relative energy (zero: lowest compared OMol25 entry of this formula, charge and spin) is 270.2 kJ/mol. For the HOMO energy, the calculation gives -9.82 eV. As for the spin multiplicity: 1. The total energy is -1020.70878 Ha.

Last column: natural (NBO) charge in e.
Geometry (Å):
H  1.90221  0.29809  0.60868  0.24
F  -1.84735  0.64556  -0.19584  -0.36
Cl  -1.16721  -0.81402  -0.16259  0.38
Cl  1.11234  -0.12963  -0.25025  -0.25

Cartesian forces (eV/Å) of the 2 atoms listed first:
H 1.5 0.6 0.7
F -0.1 0.5 0.0


(7)
This record from the Open Molecules 2025 dataset describes C26H26BN4PPtS2 as an isolated structure. The level of theory is ωB97M-V/def2-TZVPD.

The charge is +2. The HOMO-LUMO gap (spin up / spin down) comes out at 0.229 / 0.229 hartree. The relative energy (zero: lowest compared OMol25 entry of this formula, charge and spin) is 0.0 kJ/mol. For the HOMO energy (spin up / spin down), the calculation gives -14.20 / -14.20 eV. As for the spin multiplicity: 1. The total energy is -2506.83212 Ha.

Last column: natural (NBO) charge in e.
Geometry (Å):
Pt  -0.04754  -0.63957  -0.69128  0.61
C  2.14396  3.43046  -2.38904  -0.41
N  2.08918  2.11889  -3.02901  -0.30
C  2.25985  1.88819  -4.36015  -0.04
C  2.19368  0.53823  -4.54028  -0.01
N  1.99701  -0.05051  -3.32495  -0.44
B  1.73031  -1.63134  -3.29223  0.15
N  2.16643  -2.22500  -1.91710  -0.46
C  3.47119  -2.27569  -1.52575  -0.02
C  3.52364  -2.82329  -0.27985  0.00
N  2.24360  -3.12013  0.08075  -0.31
C  1.84158  -3.71439  1.35140  -0.41
C  1.40822  -2.75383  -0.92368  0.16
S  -0.31433  -3.00672  -0.90301  -0.07
C  1.92983  0.92606  -2.40670  0.18
S  1.77823  0.74025  -0.69659  0.03
H  1.85071  4.17884  -3.11989  0.24
H  3.15427  3.63626  -2.04108  0.24
H  1.45284  3.45109  -1.55135  0.23
H  2.42278  2.68448  -5.06597  0.26
H  2.27992  -0.04523  -5.44025  0.26
H  2.47541  -2.05399  -4.12392  0.00
H  0.56921  -1.83789  -3.49505  -0.01
H  4.26822  -1.94069  -2.16630  0.26
H  4.36550  -3.05224  0.35084  0.26
H  2.66870  -4.30446  1.73566  0.24
H  0.98377  -4.36014  1.19160  0.25
H  1.58824  -2.93228  2.06681  0.22
C  1.10401  1.27675  4.75086  -0.14
C  0.27060  0.16612  4.79469  -0.20
C  -0.43557  -0.21207  3.66559  -0.18
C  -0.30452  0.53649  2.49370  -0.39
C  0.54741  1.64518  2.44470  -0.20
C  1.24459  2.01499  3.57979  -0.19
P  -1.25814  0.12515  1.05545  1.39
C  -2.70054  -0.83994  1.45546  -0.37
C  -3.88894  -0.12954  1.64507  -0.20
C  -5.03560  -0.80780  2.02479  -0.18
C  -4.99720  -2.18113  2.21524  -0.15
C  -3.81273  -2.88591  2.03290  -0.18
C  -2.66082  -2.22046  1.65344  -0.21
C  -1.65077  1.52586  0.02028  -0.40
C  -2.30812  2.74648  0.07699  -0.17
C  -2.38620  3.47641  -1.09981  -0.20
C  -1.81558  3.00225  -2.27820  -0.15
C  -1.09365  1.81100  -2.32200  -0.28
C  -1.02480  1.09548  -1.14468  -0.04
H  1.64591  1.57467  5.63870  0.24
H  0.16500  -0.39747  5.71152  0.24
H  -1.10453  -1.06330  3.70074  0.23
H  0.65563  2.21297  1.52771  0.23
H  1.89488  2.87872  3.55837  0.24
H  -3.92623  0.94080  1.49037  0.22
H  -5.95964  -0.26423  2.16652  0.24
H  -5.89648  -2.70861  2.50398  0.24
H  -3.79077  -3.95687  2.18165  0.24
H  -1.74170  -2.77308  1.50581  0.23
H  -2.75679  3.11000  0.99229  0.24
H  -2.90744  4.42400  -1.11124  0.25
H  -1.92545  3.58694  -3.18286  0.24
H  -0.64021  1.46483  -3.24143  0.24

Cartesian forces (eV/Å) of the 2 atoms listed first:
Pt 0.3 -0.6 -0.4
C 0.0 0.0 0.0